174
Properties=species:S:1:pos:R:3:forces:R:3 method="wB97M-V/def2-TZVPD" relative_energy_kcal_mol=186.1 e_homo_ev=-10.5 mol_weight_g_mol=1923.9 homo_lumo_gap_ev=7.18 e_lumo_ev=-3.29 charge=+1
C -0.704730 2.188259 -5.835575 -0.336 0.632 -0.351
C -0.793070 1.313449 -4.613095 0.132 0.044 0.750
C 0.363370 1.465569 -3.641915 -0.144 -1.095 0.668
C 0.149310 0.349769 -2.529645 1.392 0.048 -0.485
P 1.058090 0.448119 -0.962855 -1.322 -0.145 0.125
C 0.743520 2.053349 -0.321135 -0.648 0.709 1.454
C -0.726380 2.532359 -0.065855 0.380 0.783 -1.059
C -0.827510 4.093129 0.114435 1.306 -1.509 -0.370
C -0.199960 4.425249 1.450775 -1.341 0.794 0.580
C 0.268810 -0.771081 0.251095 0.563 0.941 -3.432
C 0.977080 -1.099321 1.520275 -1.779 -0.194 -0.053
C 0.529720 -2.527751 1.874065 1.197 0.339 1.229
C 1.068840 -2.713361 3.264315 0.850 -1.100 1.188
C 2.840600 0.351889 -1.222025 0.226 -0.719 1.376
C 3.437310 -1.101441 -1.169355 -2.824 0.684 -0.323
C 4.821840 -1.044411 -1.620115 1.721 -1.565 -0.663
C 5.411350 -2.471601 -1.908545 -0.495 0.341 0.935
H -0.166180 3.132909 -5.760075 0.135 -0.005 0.536
H -1.712270 2.476379 -6.135475 0.056 -0.226 -0.432
H -0.194420 1.625629 -6.617325 -0.247 0.104 -0.204
H -0.909740 0.307219 -5.015555 0.030 -0.287 0.578
H -1.580000 1.511439 -3.885335 -1.041 0.143 -0.914
H 0.252590 2.454589 -3.197325 0.365 0.100 -0.009
H 1.293600 1.382529 -4.203945 0.366 -0.085 0.543
H 0.498920 -0.597421 -2.940395 -0.430 -0.279 -0.259
H -0.895240 0.261389 -2.230995 -0.123 -0.020 -0.255
H 1.307170 2.749879 -0.941815 0.032 0.271 0.194
H 1.201010 1.939589 0.661645 0.525 0.627 0.162
H -1.165460 2.150119 0.855665 0.210 -0.577 -0.146
H -1.315730 2.198059 -0.919685 -0.355 0.091 0.038
H -1.872460 4.378799 -0.006255 0.144 0.186 0.249
H -0.196410 4.612159 -0.606965 -0.403 -0.066 -0.604
H -0.704310 3.838229 2.218335 0.408 -0.240 0.273
H -0.487100 5.446349 1.701765 0.420 0.208 0.077
H 0.885400 4.331729 1.487385 -0.137 -0.142 -0.032
H 0.121640 -1.631471 -0.401715 0.495 -0.566 0.025
H -0.773530 -0.453301 0.276565 0.008 0.527 0.724
H 0.623230 -0.399671 2.277495 0.231 -0.017 0.220
H 2.064440 -1.038181 1.475535 -0.095 -0.101 -0.104
H 1.003810 -3.202351 1.161145 0.038 -0.195 0.058
H -0.521000 -2.812521 1.928815 -0.283 0.862 -0.569
H 0.752730 -1.983241 4.009365 -0.609 0.130 -0.274
H 2.152360 -2.602781 3.307585 0.220 -0.200 -0.257
H 0.839730 -3.697601 3.672815 0.013 -0.038 0.038
H 3.322150 0.923629 -0.428725 -0.167 0.142 0.355
H 3.088120 0.953949 -2.096305 -0.115 -0.471 -0.474
H 2.751480 -1.715941 -1.752555 0.296 -0.354 -0.553
H 3.370100 -1.553591 -0.179845 -0.035 0.372 0.242
H 5.311680 -0.586421 -0.760815 0.791 0.243 -0.438
H 4.877040 -0.430331 -2.518975 0.381 0.138 0.108
H 6.495070 -2.519781 -2.014985 -0.134 0.318 -0.420
H 4.885450 -2.989161 -2.710835 0.225 0.358 -0.386
H 5.213250 -3.119881 -1.054975 -0.068 0.070 0.350
C 1.401710 -6.284601 15.474875 0.586 0.271 -0.219
C 0.937220 -5.729491 14.350915 -2.683 0.165 -0.775
C 1.556120 -5.795721 12.985215 -1.685 2.901 -2.498
O 1.019180 -5.231621 11.951125 1.222 -2.308 3.966
C 2.857780 -6.233191 13.049495 4.937 -2.250 1.339
C 3.454010 -6.787751 14.181035 1.275 -0.667 -1.948
C 2.656180 -7.063531 15.421355 -0.684 0.361 1.071
O 3.000520 -7.836001 16.300265 0.328 0.571 -0.890
O 4.791490 -7.239241 14.086055 -2.923 1.312 -0.274
O -0.272010 -5.120901 14.253325 0.887 -0.456 1.204
H 0.902090 -6.075931 16.409345 -0.067 -0.477 0.077
H 3.607020 -6.161751 12.274935 -0.511 0.200 -0.703
H 5.128330 -7.494131 14.948125 -0.253 -0.198 0.507
H -0.362730 -5.017911 13.303185 -0.428 0.575 -0.862
C -8.757460 11.071249 4.219155 2.993 0.334 2.011
C -7.383840 11.152919 3.936085 -3.053 0.450 -1.827
C -6.242960 11.234569 4.899125 0.384 -1.048 1.035
O -5.053390 11.341839 4.556345 -2.675 0.022 0.362
C -6.722610 10.918099 6.273075 -0.017 -0.016 0.125
C -8.028350 10.718879 6.613455 1.111 -0.296 1.426
C -9.161200 10.975469 5.684565 -0.164 -0.321 -2.872
O -10.322410 10.967029 6.038295 0.531 -0.016 0.501
O -8.372940 10.230929 7.852585 1.016 0.720 -1.449
O -7.085900 11.222509 2.622485 -0.033 -0.056 0.293
H -9.498470 11.106799 3.434275 0.032 -0.023 0.078
H -5.934390 10.704899 6.979935 -0.066 0.051 0.246
H -9.327990 10.135539 7.871945 -0.594 0.114 -0.052
H -6.133870 11.260489 2.505055 0.532 0.082 0.119
C -8.729690 4.466799 -2.348965 -0.110 -0.947 -1.104
C -9.359260 4.152489 -3.527775 0.214 -0.050 0.963
C -10.191790 5.083889 -4.319305 -0.861 3.013 1.028
O -10.858880 4.700459 -5.263925 0.729 -0.009 0.412
C -10.223040 6.459929 -3.742475 0.412 -0.064 0.177
C -9.555270 6.755249 -2.595685 -0.891 1.754 0.751
C -8.753290 5.794389 -1.825645 2.522 0.056 2.175
O -8.058830 6.133389 -0.811035 -2.400 -0.513 -2.890
O -9.679140 7.967639 -1.987085 -0.736 -0.254 -1.684
O -9.410630 2.980329 -4.083815 1.410 -2.108 0.862
H -8.106700 3.789829 -1.783285 -0.163 -0.400 -0.216
H -10.804930 7.243929 -4.204145 -0.108 -0.106 -0.150
H -9.166900 8.089269 -1.184335 0.516 -0.765 0.220
H -9.947430 2.996739 -4.879535 -0.524 0.390 -0.547
C -5.775910 -4.401311 -2.007775 0.779 -1.820 0.748
C -6.184670 -3.657301 -3.015755 -1.342 3.933 -0.442
C -6.660920 -4.141821 -4.361275 0.208 -0.904 -0.936
O -7.055390 -3.502951 -5.337915 0.619 0.231 2.127
C -6.586190 -5.583371 -4.435555 0.468 -2.295 0.721
C -6.128490 -6.420341 -3.443885 -0.883 -0.491 -0.510
C -5.657790 -5.881741 -2.117445 0.975 -1.275 2.817
O -5.261320 -6.651631 -1.166105 -1.529 2.788 -3.927
O -6.219140 -7.786661 -3.538075 0.127 1.915 -0.623
O -6.312550 -2.288651 -2.746535 0.518 -1.551 0.039
H -5.518980 -3.921661 -1.074875 0.019 -0.094 0.067
H -6.948810 -6.035011 -5.347115 -0.034 -0.023 -0.090
H -5.778980 -8.163221 -2.772525 0.207 -0.107 0.582
H -6.721380 -1.791301 -3.458645 -0.123 -0.303 -0.575
C 6.875740 0.515429 5.535225 2.115 -0.240 -0.195
Cl 7.223380 1.143469 3.817535 -0.694 -0.567 1.545
Cl 5.273110 0.124979 6.010235 -0.964 0.267 -0.273
H 7.443530 -0.403591 5.680525 0.001 0.029 -0.698
H 7.348450 1.188249 6.250725 -0.478 0.505 -0.400
C -5.121800 -4.042231 6.499285 -0.272 0.394 -0.791
Cl -5.390270 -4.177441 4.703975 0.155 0.216 0.847
Cl -4.488740 -2.398281 6.969115 -0.302 -1.346 -0.303
H -6.099170 -4.179871 6.961765 0.293 0.165 -0.013
H -4.447790 -4.866091 6.733985 0.137 0.575 0.251
C 8.152550 -7.310841 3.314675 0.697 -0.428 -1.240
Cl 8.870520 -7.280421 4.900845 0.164 0.496 0.379
Cl 7.034340 -8.639091 3.182825 -1.048 -0.454 -0.028
H 7.702240 -6.377391 2.977075 -0.074 -0.065 0.601
H 8.907660 -7.601651 2.584385 0.264 0.451 0.282
C -4.695650 -5.158881 -10.656335 0.655 0.063 0.210
Cl -3.541370 -4.128951 -9.670145 -0.826 -0.425 -0.701
Cl -5.368020 -4.379761 -12.101675 0.205 0.057 0.506
H -4.095340 -5.999921 -11.003295 -0.220 0.138 0.175
H -5.504080 -5.467621 -9.993585 0.191 0.170 -0.180
C 8.778210 -9.966531 -4.193625 -1.512 0.269 0.264
Cl 7.785090 -11.244921 -4.945235 0.617 -0.023 -0.245
Cl 8.117630 -9.733551 -2.552235 0.504 0.021 0.354
H 9.843700 -10.195171 -4.169825 -0.355 -0.013 -0.087
H 8.471110 -9.039181 -4.677155 0.742 -0.244 -0.286
C -6.192710 8.348949 -9.807565 0.909 -0.249 0.293
Cl -4.496090 8.621109 -10.292365 -0.282 0.553 -0.494
Cl -6.069550 6.920919 -8.739375 -0.884 0.161 -0.011
H -6.533750 9.224639 -9.255345 0.031 -0.316 0.013
H -6.818470 8.153079 -10.678275 0.225 -0.154 0.207
C 13.995250 -2.353611 -0.886025 -0.715 -0.474 -0.671
Cl 13.839990 -2.730681 -2.653715 0.447 0.185 0.755
Cl 12.609750 -3.175001 -0.054835 0.787 0.684 -0.086
H 14.928670 -2.738291 -0.475115 -0.246 -0.088 -0.271
H 13.949230 -1.266891 -0.815175 -0.280 -0.307 0.270
C -1.709380 3.946979 8.149325 0.468 -1.079 -0.347
Cl -1.294730 5.530399 8.691425 -0.335 0.811 0.474
Cl -0.469490 3.474659 6.929545 -0.413 -0.314 -0.015
H -1.628690 3.230299 8.966615 0.043 0.212 -0.080
H -2.700420 3.866089 7.702795 0.237 0.364 -0.048
C 2.941750 -3.686161 -9.033545 -0.531 -0.384 -1.469
Cl 3.090410 -5.397381 -8.752355 -0.564 -1.282 -0.109
Cl 3.230280 -2.919711 -7.520965 0.639 1.242 0.552
H 3.585280 -3.582511 -9.907175 0.715 1.052 0.727
H 1.975220 -3.337241 -9.397095 -0.257 -0.626 0.325
C 1.864320 -7.297251 -3.541285 -1.394 -0.402 0.340
Cl 1.922750 -7.719041 -1.812165 0.439 0.295 -0.173
Cl 0.225790 -6.554081 -3.858525 0.934 -0.123 -0.137
H 2.652210 -6.608911 -3.847085 -0.219 -0.197 0.196
H 1.854200 -8.262941 -4.046705 0.249 0.457 -0.234
C 4.074140 7.300189 -0.524565 0.222 0.090 -1.108
Cl 4.655600 5.904849 0.353455 -0.126 -0.500 0.146
Cl 3.400960 6.890929 -2.185475 0.197 0.128 1.159
H 3.315870 7.803329 0.075395 0.161 -0.019 -0.370
H 4.969180 7.882199 -0.744295 -0.483 0.258 0.180
C 8.791440 4.432179 -4.288755 0.686 0.017 -0.683
Cl 7.947210 5.116699 -5.742905 0.232 -0.060 1.299
Cl 9.768250 3.054529 -4.889265 -0.344 0.006 0.547
H 9.527640 5.111579 -3.859195 -0.273 0.345 -0.525
H 8.128090 4.160029 -3.467785 -0.306 -0.308 -0.629
C 10.207270 -3.199391 -7.911965 -0.658 0.396 -1.181
Cl 8.651320 -4.096491 -7.888495 0.546 0.292 0.444
Cl 10.214120 -2.218261 -9.464725 0.407 -0.630 0.936
H 10.286500 -2.458751 -7.116185 -0.225 -0.418 -0.006
H 11.005420 -3.941671 -7.902615 -0.078 0.362 -0.185